A molecular structure, C15H35Cl2IrN3P2. Source: the Open Molecules 2025 dataset; level of theory: ωB97M-V/def2-TZVPD.

Computed properties:
LUMO level (spin up / spin down): 2.7 / 2.3 eV
Orbital gap (spin up / spin down): 2.20 / 7.32 eV
<S²>: 6.01
Strongest force on any atom: 0.0945 hartree/bohr
Total charge: -1
HOMO (spin up / spin down): 0.519 / -4.981 eV
2S+1: 5
Total energy: -2464.03404 hartree

```
58
C15H35Cl2IrN3P2, DFT ωB97M-V/def2-TZVPD
Ir 0.82853 -0.42033 -0.93139
Cl 1.74045 -0.80855 -3.00111
Cl 0.08636 1.49526 -2.13702
H 1.56929 -0.75775 0.44386
H -0.05950 -1.75660 -0.74529
P 2.95564 -2.40930 -3.14756
C 2.21018 -4.05188 -2.98345
C 3.44842 -2.15454 -4.90818
C 4.43602 -2.54122 -2.11631
C 0.68394 -4.04645 -3.05809
H 2.48472 -4.36056 -1.96003
C 2.83452 -5.04915 -3.97610
H 2.59026 -4.79749 -5.01652
H 2.42130 -6.03997 -3.75130
H 3.92458 -5.12688 -3.90072
H 0.25043 -3.43435 -2.26090
H 0.32258 -5.07423 -2.92843
H 0.31853 -3.68746 -4.02614
H 4.09254 -3.11916 -1.24367
C 4.92448 -1.18336 -1.61033
C 5.53477 -3.35900 -2.82575
H 5.29660 -4.42844 -2.90175
H 6.45646 -3.27602 -2.23489
H 5.75443 -2.98463 -3.83842
H 4.17406 -0.71362 -0.96515
H 5.16907 -0.49633 -2.42909
H 5.83735 -1.32952 -1.01594
C 2.23523 -2.18391 -5.85417
H 4.08850 -3.02280 -5.14432
C 4.28125 -0.87563 -5.11048
H 1.72515 -3.15463 -5.86122
H 2.61235 -2.00799 -6.87151
H 1.49860 -1.39597 -5.63436
H 3.81951 0.01386 -4.65592
H 4.35330 -0.69716 -6.19113
H 5.30357 -0.97961 -4.73038
C -2.81623 0.96149 2.52825
N -1.51066 0.82145 3.21590
C -0.84551 2.15166 3.30112
N -0.70583 2.79458 1.96620
C -2.01842 2.88154 1.29150
N -2.67598 1.56139 1.18193
C -2.02857 0.66162 0.25196
P -0.21649 0.33196 0.79102
C -0.65932 -0.18220 2.54135
C 0.29672 2.11768 1.15714
H -3.45774 1.63150 3.12811
H -3.27932 -0.03500 2.44098
H 0.15423 2.02699 3.74200
H -1.46005 2.80854 3.93158
H -1.89530 3.31649 0.28824
H -2.67521 3.52118 1.90789
H -2.52207 -0.31935 0.25226
H -2.00110 1.08425 -0.75935
H 0.27527 -0.30284 3.10669
H -1.17018 -1.15324 2.49852
H 0.43623 2.62354 0.19676
H 1.24890 2.06856 1.70831
```